# 1
Density functional theory data (ωB97M-V with the def2-TZVPD basis set) for a molecular structure, C39H38N2P2Ru.

CARTESIAN COORDINATES (ANGSTROEM)
C 3.221 -1.864 0.021
P 0.737 1.606 -0.916
C 0.040 4.112 0.250
H 0.578 -6.495 3.892
C -0.644 -2.926 -1.314
H -0.244 4.494 -0.725
H -1.559 -3.208 -0.790
H 4.019 4.524 -3.096
H -2.015 -2.673 1.231
H 2.999 -1.409 0.981
C -0.793 -0.265 -3.874
C -2.564 2.012 1.215
P 0.559 -2.391 0.005
H -0.702 -2.401 -4.338
C 0.174 -4.425 3.510
C 0.827 2.331 1.675
H 1.349 -5.179 -0.100
C 4.533 -1.912 -0.422
H -5.280 -1.060 3.441
N -1.020 -0.538 -1.602
H -0.128 -4.214 4.529
C -0.614 1.789 -2.189
H -3.999 -3.012 2.586
C 0.579 -5.704 3.153
C 4.825 -2.498 -1.649
Ru -0.413 -0.147 0.356
C -4.575 2.219 -0.210
C 0.996 -4.968 0.904
C -2.567 -1.806 1.564
C -0.785 -1.595 -3.621
C 2.489 -2.995 -1.980
C -4.402 -0.903 2.826
H -5.452 1.748 0.254
H -3.407 4.221 2.263
C 2.280 1.952 -1.757
H -0.151 -2.416 2.840
C -0.896 0.392 -2.593
H -2.063 2.557 2.015
H -4.070 1.449 -0.801
C 3.772 3.512 -2.804
H 5.029 0.361 -2.937
H -4.601 1.238 2.827
N -3.654 2.799 0.745
H 0.944 2.771 3.777
H 1.328 -6.971 1.585
C -2.154 -0.490 1.273
C 0.507 2.809 0.399
C 0.565 -3.684 1.253
H 1.913 4.083 -1.910
H 1.251 1.345 1.812
C 4.344 1.169 -2.713
C 2.584 3.260 -2.137
C -0.881 -1.750 -2.183
C -2.902 0.615 1.695
C -4.016 0.386 2.494
C 3.807 -3.032 -2.427
C 4.649 2.468 -3.089
C -3.684 -2.004 2.348
H -0.310 2.408 -3.029
C -4.138 3.942 1.503
C 3.154 0.906 -2.044
H -1.477 2.240 -1.689
C 0.995 -5.976 1.853
H -0.453 5.939 1.247
H 4.035 -3.488 -3.382
H -4.939 2.982 -0.900
H -5.088 3.739 2.016
H -1.812 1.887 0.417
H 5.577 2.675 -3.609
H -0.717 0.226 -4.834
H 5.324 -1.493 0.187
C 0.165 -3.412 2.560
H 5.850 -2.546 -1.994
C -0.094 4.924 1.364
H 1.716 -3.421 -2.608
H -4.298 4.812 0.861
H 2.912 -0.108 -1.752
H -0.303 -3.792 -1.876
C 0.230 4.443 2.632
C 2.193 -2.412 -0.751
C 0.685 3.145 2.794
H 0.130 5.091 3.495

Results
Spin multiplicity = 5
Net charge = +2
LUMO energy (alpha / beta) = -0.2401 / -0.2878 Ha
Gap between HOMO and LUMO (alpha / beta) = 6.259 / 4.969 eV
DFT total energy = -65182.6071 eV
HOMO level (alpha / beta) = -0.470 / -0.470 hartree
<S²> = 6.04

# 2
Density functional theory data (ωB97M-V with the def2-TZVPD basis set) for 10 unconnected molecules or ions with the total composition C34H53NO29.

CARTESIAN COORDINATES (ANGSTROEM)
H -0.374 0.458 0.486
N -0.999 1.141 0.074
C -0.784 6.950 1.774
H -3.940 -0.528 -2.363
H 5.268 -2.608 5.972
C 4.194 -2.762 5.857
H -3.292 9.225 -3.586
O 1.702 -6.698 -1.075
H 5.667 -7.626 -2.530
H 2.693 -2.386 4.320
H -0.747 -1.858 -0.150
C -2.393 0.731 0.332
C 3.856 -4.843 5.027
C -6.496 -0.130 -0.428
O -2.799 -1.688 0.148
H -4.338 0.796 -1.311
O 3.817 -7.079 -0.399
C 3.745 -2.662 4.412
H -1.843 7.208 1.808
C 2.970 -7.145 -1.229
O 1.958 2.133 -3.216
O -6.168 4.372 -2.332
H 2.054 -4.394 0.253
C -0.218 6.642 3.146
C 1.860 -7.779 -3.097
C 0.862 1.787 3.682
H 4.311 -3.595 -0.093
O 7.617 -7.856 -3.157
H -4.062 10.272 -1.539
O -4.599 5.421 -3.504
C 2.130 1.751 2.855
H -0.788 2.002 0.566
H 0.000 1.371 3.172
O 8.297 -8.412 -5.232
O 3.909 -4.014 3.948
O 3.168 0.485 5.838
H -5.665 -1.719 -1.578
H 2.150 0.915 2.158
C -1.594 9.083 -0.963
H -3.368 4.202 -2.381
H -2.538 0.458 1.381
C 2.823 3.172 -3.230
H 5.245 -9.994 -2.767
H 2.236 1.070 -1.466
C -5.316 3.342 -2.849
C 3.744 -3.096 0.688
H 0.860 6.797 3.199
C 1.591 1.862 -1.853
H 0.554 1.547 -1.784
O 3.785 -6.023 4.958
O 3.435 3.533 -4.180
H -3.541 3.729 -4.084
O -0.481 5.230 3.274
O 3.141 -7.673 -2.461
H -3.134 7.639 -2.809
O 3.143 1.546 3.853
O 3.888 -4.127 6.171
O 1.438 -0.603 0.798
C -4.065 4.120 -3.217
H 0.622 2.787 4.037
C 2.482 -3.829 1.082
C -4.099 -0.267 -1.315
H -5.801 2.885 -3.713
H -7.420 -0.834 2.493
C 6.288 -9.692 -2.803
H -0.701 7.185 3.953
H -7.036 0.160 -1.332
H -5.062 -1.619 0.102
C -3.030 8.715 -2.665
O -6.797 -0.978 1.785
C 2.032 -1.639 0.800
C 1.853 3.196 -1.186
C -5.777 5.554 -2.852
H 1.475 -8.787 -2.942
C -2.773 -0.464 -0.562
H -7.773 -1.773 0.147
H 2.196 3.106 -0.159
C -0.606 4.717 2.039
H 3.659 -2.094 6.524
H 0.986 3.858 -1.219
O -1.671 9.005 -2.304
H -1.969 -0.513 -1.306
O 3.225 -1.837 0.217
H -1.545 -3.195 0.693
H -1.266 -1.686 1.548
C -1.523 -2.111 0.575
H 2.319 2.675 2.314
H -8.342 -0.164 0.671
H 1.134 -5.740 -2.812
O -2.825 9.073 -0.407
H -0.249 7.726 1.238
C 1.055 -6.728 -2.356
O 2.891 3.749 -2.005
H -5.137 2.587 -2.090
H 1.956 -7.587 -4.162
H 0.007 -6.988 -2.236
O 1.597 -2.747 1.423
O -0.649 5.679 1.110
H 2.616 -4.487 1.933
O -0.578 9.140 -0.343
C 2.567 0.961 4.928
H -3.015 1.589 0.082
H -6.111 0.756 0.082
O 1.224 0.971 4.812
C -3.796 9.217 -1.457
C 6.520 -8.271 -2.332
H 4.352 -1.984 3.818
O -6.369 6.579 -2.744
H -4.686 8.635 -1.235
O 6.742 -9.640 -4.159
C -7.464 -0.798 0.532
H 4.400 -2.903 1.536
C 7.622 -8.614 -4.278
H 6.895 -10.418 -2.258
C -5.315 -1.055 -0.789
H 6.788 -8.199 -1.282
O -0.676 3.548 1.793

Results
SMILES string = CO[C@H](CN)CCCCO.O=C1OCCO1.O=C1OCCO1.O=C1OCCO1.O=C1OCCO1.O=C1OCCO1.O=C1OCCO1.O=C1OCCO1.O=C1OCCO1.O=C1OCCO1
Net charge = 0
LUMO energy = 0.0010 Ha
Gap between HOMO and LUMO = 9.354 eV
DFT total energy = -96985.5822 eV
HOMO level = -0.343 hartree

# 3
Density functional theory data (ωB97M-V with the def2-TZVPD basis set) for 2 unconnected molecules or ions with the total composition C22H28N2O5S2.

CARTESIAN COORDINATES (ANGSTROEM)
S 1.106 0.923 2.932
C 0.053 4.787 -1.705
C -1.276 2.664 -0.474
N 5.850 3.139 4.595
C 7.215 6.514 5.898
O 2.083 0.909 -1.079
H -3.404 -0.861 2.406
H 4.953 -0.127 0.236
H 1.850 3.602 -1.440
C 5.293 1.672 2.774
H 6.424 7.180 5.533
S 1.002 1.161 -0.151
H 7.461 1.656 2.921
H 3.055 2.872 2.434
C -2.812 0.033 2.605
H 5.790 4.158 6.411
H -4.517 1.355 2.773
H -3.117 3.375 3.244
C -1.327 4.859 -1.488
O 1.543 1.795 4.005
H 6.776 -0.821 1.521
O 1.494 -0.471 2.917
C -1.988 3.801 -0.855
C -3.429 1.271 2.817
C -1.259 2.297 3.134
H -0.928 -1.020 2.447
C 5.913 4.391 5.347
H 7.071 6.368 6.975
N 4.771 1.634 1.422
C 5.425 3.100 3.304
H -1.789 1.833 0.007
H 7.316 5.383 4.075
H 6.644 0.214 3.591
C 6.638 0.946 2.779
C 1.678 1.679 1.397
H -1.882 5.748 -1.791
C 0.773 3.664 -1.294
H 8.175 7.020 5.749
H 4.561 1.183 3.432
O -0.002 0.161 0.125
H 5.069 5.014 5.033
C 7.198 5.186 5.147
C 0.100 2.602 -0.691
C 6.771 0.268 1.409
H 7.704 0.569 0.922
H 8.046 4.569 5.464
H 5.933 1.247 -0.335
C 2.846 2.434 1.470
C -0.664 1.065 2.874
H -3.058 3.852 -0.648
C 5.578 0.722 0.561
O 5.186 4.102 2.646
H -0.637 3.164 3.349
H 3.259 2.987 0.627
C -1.423 -0.070 2.629
H 3.882 1.071 1.517
H 0.578 5.613 -2.185
H 5.989 2.273 5.107
C -2.649 2.403 3.080

Results
SMILES string = C=C(S(=O)(=O)c1ccccc1)S(=O)(=O)c1ccccc1.CCCNC(=O)[C@@H]1CCCN1
Net charge = 0
LUMO energy = 0.0086 Ha
Gap between HOMO and LUMO = 9.306 eV
DFT total energy = -58153.6438 eV
HOMO level = -0.333 hartree

# 4
Density functional theory data (ωB97M-V with the def2-TZVPD basis set) for a gas-phase ion, C5H10N (charge +1).

CARTESIAN COORDINATES (ANGSTROEM)
H 1.007 -2.074 -0.489
H 1.371 2.309 -1.704
H -1.520 0.997 1.372
H -0.097 1.513 -2.539
H 0.911 1.135 1.612
C 0.581 0.925 -0.580
C 0.744 1.477 -1.736
C 0.007 -1.705 -0.126
H -1.626 -0.762 1.586
C -0.089 -0.271 0.206
N -1.478 -0.003 0.832
H -0.207 -2.170 0.838
C 1.073 0.534 0.807
H 2.060 0.037 0.853
H -0.419 -2.055 -1.082
H -2.318 0.112 0.148

Results
SMILES string = C=C1C[C@@]1(C)[NH3+]
Net charge = +1
LUMO energy = -0.1430 Ha
Gap between HOMO and LUMO = 10.609 eV
DFT total energy = -6827.2074 eV
HOMO level = -0.533 hartree

# 5
Density functional theory data (ωB97M-V with the def2-TZVPD basis set) for a single CH4O2S3 molecule.

CARTESIAN COORDINATES (ANGSTROEM)
C 0.702 -0.191 -0.364
O -1.161 1.129 -1.830
H 1.697 -0.414 -0.813
H 0.580 -0.087 0.741
S -2.380 -1.420 -1.824
S -2.491 0.397 -1.276
O -2.271 0.585 0.337
H -0.039 -0.870 -0.596
S 0.324 1.470 -1.075
H -1.644 1.200 0.540

Results
Net charge = 0
LUMO energy = -0.0075 Ha
Gap between HOMO and LUMO = 8.873 eV
DFT total energy = -37700.1826 eV
HOMO level = -0.334 hartree

# 6
Density functional theory data (ωB97M-V with the def2-TZVPD basis set) for a molecular structure, C25H48BeCl3N4O4Si.

CARTESIAN COORDINATES (ANGSTROEM)
C 3.142 -0.792 2.064
H 1.928 2.672 -7.033
Be -1.011 0.078 0.865
O 0.548 -0.177 1.406
H -1.939 -1.697 8.048
H 2.689 -1.569 1.440
H 2.984 0.665 -4.784
C -1.583 -3.856 3.410
H -4.762 -2.390 -1.692
H -2.717 -2.199 6.514
H 3.975 -1.192 2.645
O 0.479 -2.767 4.837
H 2.368 1.006 4.682
H -2.487 -3.382 7.844
H -3.911 -3.697 -2.575
H -3.385 -4.501 5.738
C -1.399 2.870 -6.306
H -2.357 -5.725 4.964
H 1.893 4.758 -0.398
H -1.011 3.512 -2.372
O 0.336 2.043 -2.145
H -3.382 -0.804 -0.451
C -1.583 -3.439 -1.661
H 0.821 -1.321 -1.454
H -0.761 -2.985 -2.233
C -0.272 -0.011 -3.499
C 2.612 6.186 -2.730
C 1.576 5.204 -3.139
C 0.877 4.681 -0.817
O -1.343 -1.098 -0.230
N -2.674 -2.484 -1.443
H 1.729 -0.171 -0.481
H -1.713 -2.850 2.987
C 0.893 4.418 -2.284
Cl -2.177 -0.406 2.508
H -1.213 -3.811 -0.699
H -1.865 -5.002 6.520
C -0.005 3.278 -2.775
C 2.070 0.154 -4.471
C -2.488 -1.412 -0.681
H 1.365 0.241 -5.299
N 2.160 -0.273 3.017
H 2.575 -1.134 -1.706
C 1.012 2.792 -6.454
C -2.342 -4.801 5.556
C -3.868 -2.647 -2.271
H -0.649 0.643 -4.299
H 0.384 5.652 -0.631
H 0.594 -1.200 7.040
H -2.409 -4.494 3.087
N -0.727 -2.840 6.800
H 0.314 3.883 -0.312
H 0.171 -2.114 8.523
H 0.167 0.166 3.403
H 3.523 0.007 1.413
H -3.831 -2.017 -3.175
H -0.133 -1.025 -3.901
H 3.196 6.501 -3.601
N -1.605 -3.774 4.844
H -2.021 -4.263 -2.229
H 1.278 5.250 -4.187
C 0.396 -2.204 7.454
H 3.301 5.758 -1.992
H 3.687 -0.171 4.427
C 2.602 -0.028 4.392
C -0.061 3.156 -4.304
C -0.236 2.689 -7.063
H 1.291 -2.822 7.311
H 2.072 3.182 -4.600
H -0.307 2.470 -8.129
C 0.910 -0.065 2.619
C -1.313 3.094 -4.926
C 1.099 3.046 -5.077
H -2.202 3.226 -4.300
H 2.113 -0.715 5.098
H 2.151 7.087 -2.306
H -2.384 2.835 -6.780
C -2.048 -2.516 7.326
C -0.545 -3.102 5.443
H -0.630 -4.266 3.050
Cl 3.110 1.855 -2.343
Cl -1.392 1.920 0.265
Si 1.399 0.785 -2.751
H -1.015 -0.038 -2.686
C 1.644 -0.603 -1.481
H 2.319 -0.909 -4.382

Results
Net charge = -1
LUMO energy = 0.0792 Ha
Gap between HOMO and LUMO = 5.645 eV
DFT total energy = -86708.3851 eV
HOMO level = -0.128 hartree

# 7
Density functional theory data (ωB97M-V with the def2-TZVPD basis set) for a molecular structure, C18H14BBrF4IrN3O2.

CARTESIAN COORDINATES (ANGSTROEM)
C -0.640 4.921 -2.585
O 3.756 0.033 1.801
F -1.761 3.854 0.834
H -1.168 0.001 5.300
C -1.820 -2.634 0.338
H -0.832 2.562 -4.999
C -2.729 -3.370 -0.470
C -0.010 4.180 -1.585
C -0.952 4.329 -3.802
H -1.475 4.889 -4.562
C -2.642 -2.852 -1.741
O 2.052 0.204 0.368
F -2.808 3.346 -1.104
Ir -0.094 0.146 -0.030
N -1.205 -1.710 -0.381
C 1.960 0.038 3.992
H 1.227 0.002 6.007
C -0.367 0.019 4.579
C 0.336 2.864 -1.826
F -1.618 1.654 0.018
H -3.192 -3.164 -2.606
C -1.146 -0.962 -2.672
C 2.592 0.102 1.505
H 0.039 0.522 -4.315
B -2.603 3.050 0.182
C 1.554 0.068 2.670
N -0.301 -0.046 -2.333
H -3.354 -4.169 -0.125
C -0.597 3.017 -4.048
H 1.405 0.686 -3.174
Br -2.448 -0.054 2.609
N 0.283 0.061 2.296
F -3.627 2.567 0.869
C -0.668 0.027 3.221
H -1.443 -1.100 -3.712
H -0.872 5.961 -2.417
H 0.836 2.277 -1.056
C -1.678 -1.812 -1.682
C 0.316 0.803 -3.291
C 0.962 0.022 4.962
H 0.186 4.629 -0.626
C 0.024 2.271 -3.046
H -1.620 -2.782 1.384
H 3.012 0.030 4.229

Results
Spin multiplicity = 2
Net charge = +1
LUMO energy (alpha / beta) = -0.2855 / -0.2925 Ha
Gap between HOMO and LUMO (alpha / beta) = 4.174 / 3.990 eV
DFT total energy = -111880.8710 eV
HOMO level (alpha / beta) = -0.439 / -0.439 hartree
<S²> = 0.76

# 8
Density functional theory data (ωB97M-V with the def2-TZVPD basis set) for 2 unconnected molecules or ions with the total composition ClFH2N2.

CARTESIAN COORDINATES (ANGSTROEM)
H -0.911 3.355 0.829
N -0.128 0.997 -1.231
H 0.603 -0.491 -2.403
Cl 1.632 1.674 -1.056
F -0.377 2.465 0.852
N -0.078 -0.019 -1.794

Results
SMILES string = [H]/N=N\Cl.F
Net charge = 0
LUMO energy = 0.0055 Ha
Gap between HOMO and LUMO = 9.935 eV
DFT total energy = -18249.7438 eV
HOMO level = -0.360 hartree